The following is a quantum chemistry calculation of a 13-piece molecular cluster, C25H80N16O13 overall in a non-equilibrium geometry, from the Open Molecules 2025 dataset.

Output
HOMO level = -8.95 eV
total energy = -77680.53739 eV
frontier orbital gap = 8.737 eV
E_LUMO = -0.21 eV
maximum force = 8.0 eV/Å

ORCA input file:
```
! wB97M-V def2-TZVPD RIJCOSX def2/J DEFGRID3
* xyz 0 1
C 2.2772 -2.5080 -3.0351
O 1.8348 -2.1208 -1.8208
H 1.7261 -3.4133 -3.2895
H 2.3065 -1.7267 -3.7946
H 3.3519 -2.6896 -3.0272
H 2.4063 -2.5566 -1.1844
C -3.5721 -1.4281 5.8366
O -3.1078 -1.3179 4.4902
H -4.4458 -2.0797 5.8262
H -2.8861 -1.9156 6.5293
H -3.8269 -0.4483 6.2405
H -2.2590 -1.7611 4.4228
C -2.3761 -3.1277 -0.7843
O -0.9936 -2.9457 -1.0461
H -2.7485 -2.4430 -0.0224
H -2.9721 -2.9264 -1.6744
H -2.6646 -4.0902 -0.3618
H -0.4642 -3.7244 -0.8590
C -1.6993 -0.3094 -3.9549
O -2.7140 -0.9599 -4.0570
N -0.7364 -0.7804 -3.2449
N -1.4461 0.8852 -4.4485
H 0.1219 -0.2680 -3.1003
H -0.9847 -1.6750 -2.8473
H -2.2457 1.4071 -4.7776
H -0.5341 1.2673 -4.2426
C -0.0808 -0.2013 1.2377
O 0.1211 0.7685 1.9057
N 0.4600 -0.3149 0.0423
N -0.9091 -1.1832 1.4862
H 1.1594 0.3967 -0.1147
H 0.4171 -1.1056 -0.5846
H -1.2115 -1.9116 0.8553
H -1.3270 -1.0100 2.3893
C 2.5277 2.7374 0.0308
O 2.7507 1.8537 -0.7105
N 2.8340 3.9204 -0.3572
N 1.8687 2.7420 1.1546
H 3.0385 3.9816 -1.3444
H 2.7145 4.6480 0.3331
H 1.3932 1.9000 1.4462
H 1.6961 3.5719 1.7039
C -0.6215 -3.9165 3.5697
O -1.0187 -2.9265 4.1178
N 0.5122 -4.5277 3.6200
N -1.4325 -4.5469 2.8007
H 0.6817 -5.2969 2.9878
H 1.1387 -4.2192 4.3498
H -2.3866 -4.2700 2.9829
H -1.1893 -5.3942 2.3078
C 1.4825 1.0129 5.0730
O 1.8047 0.9817 6.2561
N 0.3364 0.7621 4.6070
N 2.2240 1.4836 4.1582
H -0.3803 0.6430 5.3086
H 0.1459 0.7684 3.6151
H 3.1853 1.6705 4.4054
H 2.0301 1.4670 3.1672
C -4.5406 -3.5098 2.2249
O -4.2341 -4.2192 3.1578
N -4.3075 -2.1921 2.1594
N -5.2147 -3.9833 1.2669
H -4.5479 -1.7081 1.3061
H -3.9428 -1.8045 3.0178
H -5.4830 -3.3407 0.5353
H -5.4953 -4.9499 1.3504
C -0.7687 5.6882 -4.1802
C -0.7481 6.0214 -2.7383
C -0.4282 4.8578 -1.7331
O -1.2443 3.7307 -2.0614
C -0.7906 2.5256 -1.3741
N 0.1908 7.1273 -2.5083
H -1.4731 4.8966 -4.4355
H 0.1605 5.2020 -4.4776
H -0.8398 6.5769 -4.8073
H -1.7752 6.3198 -2.5283
H -0.6088 5.1867 -0.7097
H 0.6315 4.6109 -1.7973
H 0.2765 2.3847 -1.5461
H -1.2948 1.6330 -1.7445
H -1.0087 2.6502 -0.3134
H -0.1363 7.8482 -3.1355
H 1.0700 6.7733 -2.8574
C 2.8395 -3.0938 2.1855
C 3.6203 -2.5293 0.9761
C 5.1240 -2.2844 1.2170
O 5.7909 -3.4604 1.6505
C 7.2234 -3.2823 1.6888
N 3.4654 -3.5108 -0.1066
H 1.7620 -3.0167 2.0403
H 3.0318 -2.3723 2.9796
H 3.0741 -4.1202 2.4676
H 3.0886 -1.6717 0.5640
H 5.1963 -1.4519 1.9168
H 5.5668 -2.0796 0.2423
H 7.6423 -2.7128 0.8592
H 7.7430 -4.2404 1.6825
H 7.5582 -2.7949 2.6045
H 2.6421 -4.0710 0.0614
H 4.1991 -4.1931 0.0208
C -5.8249 2.8805 0.1437
C -5.8075 1.3931 0.4758
C -5.6117 1.1263 2.0308
O -4.5609 1.9436 2.6454
C -3.2325 1.6315 2.1372
N -7.0775 0.8458 0.1142
H -6.4719 3.3465 0.8869
H -6.2064 3.0715 -0.8593
H -4.8061 3.2495 0.2628
H -5.0122 1.0727 -0.1972
H -5.4453 0.0702 2.2431
H -6.4656 1.3438 2.6724
H -2.5450 2.1136 2.8322
H -2.9648 1.9939 1.1447
H -2.9998 0.5667 2.1341
H -7.3019 1.0231 -0.8545
H -6.7231 -0.0813 -0.0727
C 2.1530 2.4117 -4.6658
C 2.5824 1.0023 -4.3166
C 4.1184 0.9232 -4.1065
O 4.5151 -0.3663 -4.2241
C 5.7545 -0.6653 -3.7016
N 1.7709 0.7537 -3.1407
H 1.1355 2.4924 -5.0482
H 2.7024 2.8102 -5.5188
H 2.4314 3.0854 -3.8555
H 2.3001 0.3959 -5.1772
H 4.3891 1.2867 -3.1152
H 4.6771 1.4313 -4.8925
H 6.5513 -0.1554 -4.2430
H 5.8313 -1.7438 -3.5632
H 5.7561 -0.3808 -2.6494
H 1.8458 -0.2288 -2.9185
H 2.2151 1.0875 -2.2973
*
```

These are the Mulliken partial charges, in e, on atoms 1 to 4: -1.032 -0.208 0.285 0.384

The following is a quantum chemistry calculation of a 16-piece molecular cluster, C25H82N2O16 overall in a non-equilibrium geometry, from the Open Molecules 2025 dataset.

Output
HOMO level = -8.34 eV
energy relative to the best compared isomer or geometry (same formula, charge and spin) = 42.6 kcal per mole
total energy = -62986.35802 eV
frontier orbital gap = 8.047 eV
E_LUMO = -0.30 eV
maximum force = 9.2 eV/Å

ORCA input file:
```
! wB97M-V def2-TZVPD RIJCOSX def2/J DEFGRID3
* xyz 0 1
C -1.5831 -0.9908 3.2012
C -0.1711 -0.7578 3.6522
O 0.0289 -1.3618 4.9052
H -2.2511 -0.6058 4.0022
H -1.8391 -2.0178 2.9102
H -1.6901 -0.3748 2.2962
H -0.0571 0.3202 3.8242
H 0.4359 -1.1068 2.8902
H 0.1469 -2.2878 4.6832
C 0.0219 3.5462 -1.8578
C -1.4331 3.9222 -1.7388
O -2.1011 4.2712 -2.9198
H -0.0181 2.8882 -2.7498
H 0.4769 3.1182 -0.9588
H 0.5239 4.4932 -2.1048
H -1.5961 4.6122 -0.9278
H -1.9431 3.0082 -1.4078
H -2.3451 3.4842 -3.3298
C -3.9151 0.4382 -1.7048
C -5.1011 1.3952 -1.9288
O -4.6151 2.4522 -2.6768
H -4.1271 -0.2528 -0.8828
H -2.9951 0.9842 -1.4778
H -3.8421 -0.2258 -2.5128
H -5.5781 1.7642 -0.9858
H -5.8181 0.8232 -2.5108
H -5.2001 3.1592 -2.6788
C -3.9871 1.7912 1.4002
C -3.6021 2.5972 2.6082
O -4.0601 1.9582 3.7242
H -3.3331 2.1422 0.6352
H -5.0161 1.8442 1.0552
H -3.7761 0.7732 1.4922
H -3.9231 3.5542 2.4752
H -2.5161 2.5942 2.5772
H -3.8841 2.6032 4.4032
C -0.7221 -0.1338 -0.6288
C 0.7209 -0.3138 -0.0628
O 1.5019 0.4832 -0.9448
H -1.3651 -0.3858 0.1692
H -0.9051 -0.6288 -1.5998
H -0.8271 0.8862 -0.9258
H 0.9229 -1.3318 0.0272
H 0.8669 0.0082 0.9002
H 2.4469 0.5312 -0.6428
C 0.0049 4.3012 1.7602
C 0.4839 2.9792 2.3432
O 1.8139 3.0732 2.4512
H -0.0841 5.1072 2.5012
H -0.9141 4.0962 1.3102
H 0.6579 4.6202 0.9662
H 0.2459 2.1752 1.6582
H -0.0911 2.8552 3.2432
H 2.0929 2.2552 2.8612
C -0.0441 -3.5258 1.3842
C -0.8101 -4.4758 2.2292
O -0.1261 -5.7458 2.2012
H -0.5171 -2.6008 1.2482
H 0.0269 -3.8718 0.3712
H 0.9069 -3.4198 1.7992
H -1.7671 -4.7648 1.8552
H -0.9151 -4.1048 3.2852
H -0.1411 -6.1328 1.3222
C -1.2561 -2.3018 -4.4488
C -1.2031 -1.5298 -5.7748
O 0.0959 -1.4508 -6.3228
H -2.2691 -2.5538 -4.1848
H -0.8631 -1.7208 -3.6528
H -0.6551 -3.2098 -4.4208
H -1.6691 -0.5578 -5.5258
H -1.9191 -1.9178 -6.5398
H 0.7029 -0.9838 -5.7978
C 2.3999 1.9162 5.3832
C 2.9119 0.6732 4.5972
O 2.5949 0.6082 3.2092
H 2.5889 1.9422 6.4962
H 1.3429 2.0892 5.2252
H 2.8259 2.8022 4.9352
H 2.6129 -0.3058 5.0652
H 3.9809 0.6482 4.6532
H 3.1059 -0.1328 2.8002
C 3.0549 3.7142 -0.7968
O 2.3539 4.8912 -0.5388
N 3.3269 2.8862 0.1252
N 3.6999 3.5472 -1.9238
H 2.6989 3.0612 0.9342
H 3.7739 2.0022 -0.1058
H 3.7019 4.3272 -2.6368
H 4.2019 2.6372 -2.1528
C -4.1031 -2.7968 1.1492
O -5.1371 -1.8338 1.0432
H -4.5311 -3.8718 0.9832
H -3.7321 -2.8318 2.1702
H -3.1911 -2.5438 0.6522
H -6.0031 -2.3638 1.1112
C 1.5389 0.8042 -4.6728
O 0.7229 0.6082 -3.5818
H 1.0159 0.9232 -5.6218
H 2.2319 0.0242 -4.6868
H 2.2149 1.6702 -4.5108
H 1.2919 0.6402 -2.7938
C 3.9969 -3.6988 -0.9628
O 2.8249 -3.1978 -0.4138
H 4.8329 -3.6068 -0.2388
H 4.3129 -3.2658 -1.8908
H 3.7769 -4.7558 -1.0838
H 2.0809 -3.3848 -1.0098
C 4.0529 -0.5268 -2.1868
O 4.7399 0.6122 -1.6218
H 3.2749 -0.2278 -2.8128
H 3.6609 -1.1708 -1.4548
H 4.7749 -1.0158 -2.8028
H 5.6419 0.4822 -1.7728
C 4.5979 -1.3528 1.7922
O 3.2219 -1.3538 1.5562
H 4.7869 -2.2558 2.4332
H 4.8369 -0.4048 2.3182
H 5.0529 -1.4178 0.8142
H 3.0039 -1.9428 0.8742
C -1.9531 -4.2668 -1.6588
O -1.9771 -2.8518 -1.5328
H -1.1521 -4.3768 -2.4008
H -2.8301 -4.6148 -2.1798
H -1.6941 -4.8458 -0.7678
H -1.1051 -2.5648 -1.2968
*
```

These are the Mulliken partial charges, in e, on atoms 1 to 4: 0.404 0.177 -0.637 0.452

The following is a quantum chemistry calculation of a 30-piece molecular cluster, C26H108O34 overall in a non-equilibrium geometry, from the Open Molecules 2025 dataset.

Output
HOMO level = -9.21 eV
total energy = -98326.14941 eV
frontier orbital gap = 9.246 eV
E_LUMO = 0.03 eV
maximum force = 4.1 eV/Å

ORCA input file:
```
! wB97M-V def2-TZVPD RIJCOSX def2/J DEFGRID3
* xyz 0 1
C 3.5101 -3.7312 1.1191
C 3.7710 -2.5203 0.2115
C 5.1961 -1.9462 0.1837
C 5.9971 -2.0291 1.4793
C 5.3316 -1.3622 2.6835
C 4.6218 -0.0435 2.3963
C 5.5480 1.1641 2.1557
C 5.6178 1.6387 0.6999
C 4.2229 1.8384 0.1137
C 3.2696 2.5282 1.0742
C 2.1063 3.2299 0.3787
C 1.1460 2.1166 -0.0441
C -0.2678 2.5556 -0.4440
C -0.6442 2.1877 -1.8607
O 0.1255 2.3925 -2.7985
O -1.9158 1.7261 -2.1026
C -2.0918 0.2830 -2.1347
C -1.9400 -0.2303 -0.7221
C -2.7540 0.5401 0.2946
C -2.4490 0.0654 1.7100
C -3.1451 -1.2844 2.0026
C -3.0013 1.0967 2.6717
C -1.0890 -0.3244 -3.1468
C 0.1532 -0.9782 -2.6054
O 1.2688 -0.5462 -2.8149
O -0.0396 -2.1388 -1.9228
O -3.3690 0.1536 -2.6847
C -4.1526 -0.9412 -2.2555
C -3.6008 -2.3190 -2.5834
C -4.4063 -3.4504 -1.9285
C -3.4569 -4.3862 -1.1876
H 2.7457 -4.3423 0.6553
H 4.3868 -4.3583 1.2048
H 3.1598 -3.3767 2.0783
H 3.0781 -1.7353 0.5008
H 3.5219 -2.7996 -0.8075
H 5.7698 -2.3827 -0.6278
H 5.0906 -0.8987 -0.0680
H 6.9851 -1.6086 1.3153
H 6.1567 -3.0788 1.7103
H 6.1082 -1.1263 3.4107
H 4.6577 -2.0416 3.1941
H 4.0473 0.1747 3.2884
H 3.8996 -0.1896 1.6086
H 5.2048 1.9930 2.7621
H 6.5468 0.9344 2.5190
H 6.1496 0.8907 0.1170
H 6.2206 2.5379 0.6589
H 4.2909 2.3969 -0.8192
H 3.8632 0.8501 -0.1534
H 3.7934 3.1657 1.7774
H 2.8130 1.7379 1.6657
H 2.5064 3.6839 -0.5206
H 1.6543 3.9846 1.0110
H 1.0286 1.4764 0.8262
H 1.6295 1.5380 -0.8214
H -0.3264 3.6380 -0.3885
H -0.9333 2.1103 0.2683
H -2.1664 -1.2799 -0.5923
H -0.9027 -0.1195 -0.4124
H -2.4912 1.5837 0.2580
H -3.8229 0.5082 0.1086
H -1.3775 0.0067 1.8681
H -2.5378 -1.8765 2.6755
H -3.3750 -1.8131 1.0857
H -4.0493 -1.0562 2.5473
H -2.5510 2.0703 2.5132
H -4.0815 1.1579 2.6003
H -2.7614 0.8008 3.6894
H -0.7624 0.4255 -3.8510
H -1.6093 -1.0704 -3.7358
H 0.5739 -2.1575 -1.1804
H -4.4079 -0.9176 -1.1965
H -5.0989 -0.8587 -2.7733
H -3.6012 -2.4488 -3.6634
H -2.5621 -2.4287 -2.2915
H -5.1812 -3.0767 -1.2704
H -4.8420 -4.0341 -2.7302
H -2.9448 -3.8358 -0.4011
H -3.9634 -5.2489 -0.7758
H -2.6856 -4.7242 -1.8672
O 1.5459 -0.1227 3.4923
H 1.0519 -0.9229 3.6976
H 1.1904 0.5390 4.1059
O 0.6774 1.8293 5.6327
H 0.7281 2.6966 5.2073
H 0.4898 2.0249 6.5534
O 3.0657 6.1983 -0.2282
H 3.9068 6.6618 -0.1749
H 2.6569 6.5357 -1.0306
O -0.8642 -6.4457 -0.7798
H -0.3092 -5.9357 -1.3789
H -1.0717 -5.8337 -0.0679
O -5.6424 1.8985 -0.7533
H -5.1079 1.7279 -1.5360
H -5.9730 2.7900 -0.8901
O 0.8424 3.4155 -5.3648
H 1.0116 2.6081 -5.8598
H 0.6214 3.1019 -4.4772
O -2.0159 2.7344 -6.5913
H -2.1572 3.5803 -7.0362
H -1.6131 2.9868 -5.7527
O -6.4146 2.4167 -3.7023
H -5.7994 1.7410 -4.0129
H -7.2816 2.0131 -3.7909
O 1.7610 -3.3615 4.3601
H 2.6594 -3.6479 4.5485
H 1.3347 -4.1382 3.9864
O -3.8620 1.9908 -5.3939
H -3.7043 2.4851 -6.2071
H -3.0168 1.5652 -5.2157
O 0.1818 1.3892 2.9251
H -0.0736 2.2107 2.4978
H 0.4274 1.6636 3.8160
O -3.1891 -0.0433 -7.2226
H -2.3060 -0.4167 -7.1519
H -3.1279 0.8076 -6.7661
O 5.9942 -5.5890 2.4948
H 6.8247 -6.0258 2.7062
H 5.4569 -6.2778 2.0919
O -1.1165 -2.1739 4.9272
H -0.5017 -1.6747 4.3790
H -1.8473 -1.5599 5.0904
O 1.6363 3.4878 4.2882
H 2.0216 3.9341 3.5212
H 1.6805 4.1362 4.9959
O -6.3257 -0.0255 -4.6506
H -5.5193 0.4797 -4.8020
H -6.9621 0.3758 -5.2491
O 3.8637 2.6431 -6.2318
H 3.0386 2.6548 -5.7342
H 3.9284 1.7487 -6.5777
O -2.2078 0.0521 7.0983
H -1.6020 -0.6566 7.3449
H -2.7742 0.1568 7.8698
O 1.4270 -4.5677 -1.3736
H 1.3276 -5.0208 -2.2159
H 1.4793 -3.6353 -1.6126
O -4.6708 -2.2293 -8.8205
H -4.3233 -1.6060 -8.1713
H -4.0559 -2.9664 -8.8063
O -4.0099 -1.8492 5.0226
H -4.2405 -2.7077 5.4003
H -4.0788 -1.2365 5.7631
O -3.3160 -4.7145 5.1831
H -2.4124 -4.8710 4.8966
H -3.7800 -5.5498 5.0254
O 3.9776 4.4914 2.3611
H 3.9163 5.0167 1.5562
H 4.7456 3.9290 2.2209
O -5.5902 -6.0672 4.2764
H -5.9592 -6.5735 3.5476
H -5.9240 -5.1745 4.1415
O 6.0039 0.1203 5.9256
H 6.5348 -0.6694 5.7922
H 5.1554 -0.0967 5.5248
O -2.4356 2.9600 5.8205
H -2.6830 2.1124 6.2085
H -2.4958 3.5842 6.5484
O -4.6364 2.2348 -8.3220
H -3.7687 1.9752 -8.6458
H -5.1329 1.4111 -8.3128
O -0.8772 5.3877 -7.3817
H -0.0230 4.9491 -7.2978
H -0.7838 6.1878 -6.8579
O 7.6273 4.2335 1.6801
H 8.0350 4.7370 0.9697
H 8.3467 3.7098 2.0449
*
```

These are the Mulliken partial charges, in e, on atoms 1 to 4: -1.190 0.566 -0.589 -0.937

The following is a quantum chemistry calculation of C26H14BrCl3F12NO3W as an isolated structure in a non-equilibrium geometry, from the Open Molecules 2025 dataset.

Output
HOMO level (spin up / spin down) = -11.23 / -11.23 eV
energy relative to the best compared isomer or geometry (same formula, charge and spin) = 6.3 kcal per mole
total energy = -176860.70092 eV
frontier orbital gap (spin up / spin down) = 5.073 / 5.072 eV
E_LUMO (spin up / spin down) = -6.16 / -6.16 eV
maximum force = 4.4 eV/Å

ORCA input file:
```
! wB97M-V def2-TZVPD RIJCOSX def2/J DEFGRID3
* xyz 1 1
W 0.0710 1.5086 -0.3264
C -4.6791 -3.6318 0.2714
C -3.5290 -2.6819 -0.0466
C -3.1927 -2.2352 -1.3476
C -1.9828 -1.6466 -1.6152
C -1.2793 -1.1398 -0.4918
N -0.0171 -0.4998 -0.7762
C 1.0262 -1.3053 -1.1430
C 0.7768 -2.6830 -1.4827
C 1.7750 -3.5814 -1.6770
C 3.1243 -3.1915 -1.5589
C 4.3151 -4.1083 -1.6179
C 3.3692 -1.8253 -1.3905
C 2.3843 -0.8576 -1.2204
C 2.8955 0.5732 -0.9623
O 1.9538 1.5596 -0.7880
C 3.7611 0.6874 0.3589
F 4.0732 2.0115 0.6445
F 4.8992 -0.0637 0.1978
F 3.1736 0.1620 1.4580
C 3.7437 1.0619 -2.2099
F 3.1312 0.8285 -3.3953
F 4.9907 0.5037 -2.3033
F 3.9850 2.4179 -2.0729
C -1.7966 -1.2702 0.8152
C -2.7901 -2.2136 0.9902
C -1.2700 -0.3964 1.8953
O -0.2771 0.4999 1.4086
C -2.4349 0.4495 2.5488
F -2.9275 0.0335 3.8060
F -2.0396 1.7168 2.7000
F -3.5114 0.5047 1.7044
C -0.5542 -1.2641 2.9186
F -1.4697 -2.0455 3.5968
F 0.3023 -2.1327 2.2297
F 0.1243 -0.5712 3.7551
H -5.3730 -3.1390 1.0225
H -4.3288 -4.5723 0.7436
H -5.2859 -3.8189 -0.6187
H -3.9509 -2.3800 -2.0795
H -1.5869 -1.6107 -2.6293
H -0.2835 -2.9604 -1.5066
H 1.6808 -4.6111 -1.9069
H 4.3791 -4.9194 -0.9278
H 5.2767 -3.5350 -1.4782
H 4.4252 -4.6011 -2.6017
H 4.4152 -1.6043 -1.1608
H -3.0078 -2.5197 2.0064
Cl -1.1531 8.2063 1.5676
C -1.2612 6.5739 1.0725
C -0.1805 5.7436 1.3006
C -0.2931 4.4074 1.0888
Cl 1.0071 3.2794 1.2935
C -1.4441 3.9426 0.4979
O -1.4559 2.6817 0.0042
C -2.4837 4.7815 0.0932
Cl -3.9900 4.1502 -0.4475
C -2.4060 6.1444 0.4160
H 0.6928 6.0996 1.9195
H -3.2057 6.8699 0.2258
Br -0.3107 2.2171 -2.7692
*
```

These are the natural (NBO) partial charges, in e, on atoms 1 to 4: 2.057 -0.640 0.011 -0.176